{
  "formula": "C4H8O",
  "method": "wB97M-V/def2-TZVPD",
  "species": ["O", "C", "C", "C", "C", "H", "H", "H", "H", "H", "H", "H", "H"],
  "positions_angstrom": [[2.39, -0.28, -0.12], [1.22, 0.34, 0.36], [-0.01, 0.01, -0.47], [-1.31, 0.70, -0.20], [-1.16, -0.76, 0.12], [2.21, -1.22, -0.17], [1.43, 1.42, 0.33], [1.03, 0.08, 1.42], [0.23, -0.16, -1.52], [-1.36, 1.40, 0.64], [-1.93, 0.99, -1.05], [-1.09, -1.04, 1.17], [-1.68, -1.48, -0.51]],
  "lowdin_charge": [-0.07, -0.25, -0.29, -0.13, -0.13, 0.09, 0.12, 0.12, 0.14, 0.10, 0.10, 0.10, 0.10],
  "e_tot_ev": -6324.0408,
  "max_force_ev_per_a": 0.4,
  "smiles": "OCC1CC1",
  "e_above_lowest_kcal_mol": 25.99,
  "homo_energy_ev": -10.1,
  "orbital_gap_ev": 11.2
}

{
  "formula": "C4H8O",
  "method": "wB97M-V/def2-TZVPD",
  "species": ["C", "C", "C", "C", "O", "H", "H", "H", "H", "H", "H", "H", "H"],
  "positions_angstrom": [[0.21, 1.29, -0.49], [1.58, 1.39, -1.00], [1.10, 0.25, -0.16], [-1.63, -1.64, 1.20], [0.93, -1.05, -0.04], [-0.18, 1.99, 0.11], [-0.53, 0.94, -1.19], [1.67, 1.11, -2.02], [2.31, 2.00, -0.41], [-1.47, -1.74, 2.21], [-1.89, -2.48, 0.64], [-2.04, -0.78, 0.77], [-0.06, -1.27, 0.39]],
  "lowdin_charge": [-0.10, -0.01, -0.18, -0.10, 0.09, 0.09, 0.14, 0.11, 0.14, -0.08, -0.08, -0.09, 0.06],
  "e_tot_ev": -6318.3213,
  "max_force_ev_per_a": 5.0,
  "e_above_lowest_kcal_mol": 157.88,
  "homo_energy_ev": [-6.6, -6.1],
  "orbital_gap_ev": [5.5, 4.4]
}

{
  "formula": "C4H8O",
  "method": "wB97M-V/def2-TZVPD",
  "species": ["C", "C", "O", "C", "C", "H", "H", "H", "H", "H", "H", "H", "H"],
  "positions_angstrom": [[-1.13, -0.56, 0.79], [-0.10, 0.06, -0.36], [-0.81, 0.33, -1.51], [1.33, -0.44, -0.41], [1.00, 0.89, 0.24], [-0.82, -0.76, 1.85], [-1.36, -1.53, 0.36], [-2.04, 0.05, 0.86], [-1.09, 1.25, -1.46], [1.67, -1.27, 0.21], [1.76, -0.46, -1.41], [0.22, 0.57, 1.04], [1.38, 1.85, -0.12]],
  "lowdin_charge": [-0.02, -0.58, 0.02, -0.08, -0.08, 0.09, 0.06, 0.08, 0.11, 0.09, 0.11, 0.09, 0.11],
  "e_tot_ev": -6321.6556,
  "max_force_ev_per_a": 4.7,
  "smiles": "CC1(O)CC1",
  "e_above_lowest_kcal_mol": 80.99,
  "homo_energy_ev": -9.2,
  "orbital_gap_ev": 10.1
}

{
  "formula": "C4H8O",
  "method": "wB97M-V/def2-TZVPD",
  "species": ["O", "C", "C", "C", "C", "H", "H", "H", "H", "H", "H", "H", "H"],
  "positions_angstrom": [[1.45, -0.65, 1.20], [1.54, 0.36, 0.46], [-0.17, 0.65, -0.67], [-1.32, 0.43, 0.27], [-0.88, -0.48, -0.81], [0.43, -1.66, 0.53], [2.20, 0.34, -0.42], [1.37, 1.35, 0.89], [0.18, 1.42, -1.34], [-1.07, 0.16, 1.30], [-2.27, 0.97, 0.15], [-0.18, -1.75, 0.00], [-1.29, -1.14, -1.57]],
  "lowdin_charge": [-0.14, -0.26, -0.19, -0.13, -0.13, 0.13, 0.10, 0.10, 0.12, 0.10, 0.09, 0.10, 0.11],
  "e_tot_ev": -6319.4325,
  "max_force_ev_per_a": 0.3,
  "e_above_lowest_kcal_mol": 132.26,
  "homo_energy_ev": -9.4,
  "orbital_gap_ev": 9.6
}

{
  "formula": "C4H8O",
  "method": "wB97M-V/def2-TZVPD",
  "species": ["C", "C", "O", "C", "C", "H", "H", "H", "H", "H", "H", "H", "H"],
  "positions_angstrom": [[-1.47, -1.28, 0.32], [-0.66, -0.24, 0.38], [-1.25, 1.21, 0.28], [0.76, 0.04, 0.34], [1.32, 0.59, -0.95], [-1.09, -2.30, 0.35], [-2.55, -1.13, 0.29], [-1.52, 1.47, 1.18], [1.11, 0.56, 1.23], [0.99, -1.13, 0.41], [0.85, 0.12, -1.82], [1.12, 1.66, -1.01], [2.40, 0.43, -1.00]],
  "lowdin_charge": [0.07, -0.33, -0.10, -0.25, -0.10, 0.07, 0.07, 0.07, 0.12, 0.15, 0.08, 0.07, 0.07],
  "e_tot_ev": -6323.3962,
  "max_force_ev_per_a": 5.6,
  "smiles": "C=C(O)CC",
  "e_above_lowest_kcal_mol": 40.86,
  "homo_energy_ev": -9.8,
  "orbital_gap_ev": 10.8
}

{
  "formula": "C4H8O",
  "method": "wB97M-V/def2-TZVPD",
  "species": ["C", "C", "C", "O", "C", "H", "H", "H", "H", "H", "H", "H", "H"],
  "positions_angstrom": [[1.37, 0.38, -0.64], [0.08, 0.38, 0.23], [-1.27, 0.18, -0.52], [-1.35, -1.17, 0.06], [-0.36, -0.87, 1.05], [1.49, 1.31, -1.20], [1.35, -0.39, -1.38], [2.20, 0.10, 0.13], [0.26, 1.35, 0.66], [-1.23, 0.17, -1.66], [-2.11, 0.87, -0.24], [-0.95, -0.58, 2.09], [0.53, -1.73, 1.42]],
  "lowdin_charge": [-0.09, -0.34, -0.14, -0.16, -0.19, 0.07, 0.06, 0.11, 0.11, 0.13, 0.12, 0.15, 0.17],
  "e_tot_ev": -6322.5911,
  "max_force_ev_per_a": 3.9,
  "smiles": "CC1COC1",
  "e_above_lowest_kcal_mol": 59.42,
  "homo_energy_ev": -9.6,
  "orbital_gap_ev": 10.7
}

{
  "formula": "C4H8O",
  "method": "wB97M-V/def2-TZVPD",
  "species": ["C", "C", "C", "C", "O", "H", "H", "H", "H", "H", "H", "H", "H"],
  "positions_angstrom": [[-1.51, -0.97, -0.23], [-0.58, -0.14, 0.13], [-0.73, 1.36, 0.02], [0.83, -0.50, 0.52], [1.79, 0.06, -0.37], [-1.32, -2.01, -0.23], [-2.54, -0.56, -0.37], [-0.38, 1.90, 0.94], [-1.80, 1.73, -0.13], [0.04, 1.75, -0.75], [1.03, 0.02, 1.49], [0.96, -1.57, 0.61], [1.63, -0.25, -1.25]],
  "lowdin_charge": [0.04, -0.39, -0.08, -0.23, -0.06, 0.05, 0.08, 0.08, 0.09, 0.11, 0.14, 0.11, 0.07],
  "e_tot_ev": -6324.0177,
  "max_force_ev_per_a": 2.6,
  "smiles": "C=C(C)CO",
  "e_above_lowest_kcal_mol": 26.52,
  "homo_energy_ev": -9.8,
  "orbital_gap_ev": 10.7
}

{
  "formula": "C4H8O",
  "method": "wB97M-V/def2-TZVPD",
  "species": ["C", "C", "C", "C", "O", "H", "H", "H", "H", "H", "H", "H", "H"],
  "positions_angstrom": [[-1.27, -0.74, 0.10], [0.01, 0.06, -0.10], [1.37, -0.62, 0.03], [-0.11, 1.51, 0.04], [0.00, 0.92, -1.24], [-1.68, -0.64, 1.11], [-2.02, -0.35, -0.60], [-1.14, -1.81, -0.10], [1.28, -1.67, 0.30], [2.03, -0.13, 0.76], [1.88, -0.57, -0.94], [-1.09, 1.93, 0.24], [0.73, 2.11, 0.39]],
  "lowdin_charge": [-0.02, -0.52, -0.01, -0.12, -0.05, 0.08, 0.09, 0.07, 0.07, 0.08, 0.09, 0.11, 0.11],
  "e_tot_ev": -6323.9664,
  "max_force_ev_per_a": 0.5,
  "smiles": "CC1(C)CO1",
  "e_above_lowest_kcal_mol": 27.71,
  "homo_energy_ev": -10.1,
  "orbital_gap_ev": 11.1
}

{
  "formula": "C4H8O",
  "method": "wB97M-V/def2-TZVPD",
  "species": ["O", "C", "C", "C", "C", "H", "H", "H", "H", "H", "H", "H", "H"],
  "positions_angstrom": [[1.11, -0.45, 0.15], [1.63, 0.87, 1.16], [0.00, -0.10, -0.68], [-1.20, 0.52, -0.06], [-1.25, -0.90, -0.58], [0.79, -1.06, 0.83], [2.12, 1.42, 0.33], [2.49, 0.29, 1.57], [0.37, 0.23, -1.64], [-1.13, 0.67, 1.01], [-1.72, 1.30, -0.61], [-1.29, -1.71, 0.15], [-1.80, -1.12, -1.49]],
  "lowdin_charge": [-0.14, 0.01, -0.33, -0.09, -0.09, 0.13, -0.03, -0.03, 0.15, 0.10, 0.11, 0.11, 0.10],
  "e_tot_ev": -6319.9302,
  "max_force_ev_per_a": 0.4,
  "e_above_lowest_kcal_mol": 120.78,
  "homo_energy_ev": -7.6,
  "orbital_gap_ev": 8.4
}

{
  "formula": "C4H8O",
  "method": "wB97M-V/def2-TZVPD",
  "species": ["C", "C", "C", "C", "H", "H", "H", "H", "H", "H", "H", "H", "O"],
  "positions_angstrom": [[-0.76, -0.90, 0.86], [-0.27, 0.38, 0.18], [1.26, 0.56, 0.12], [-0.20, 0.23, -1.27], [-0.86, -0.69, 2.02], [-0.02, -1.76, 0.62], [-1.77, -1.11, 0.51], [-0.79, 1.30, 0.56], [1.87, -0.15, 0.81], [1.55, 1.63, 0.28], [-0.65, 1.15, -1.81], [-0.59, -0.81, -1.58], [1.23, 0.18, -1.30]],
  "lowdin_charge": [-0.09, -0.39, -0.14, -0.23, 0.11, 0.11, 0.06, 0.15, 0.14, 0.12, 0.15, 0.14, -0.12],
  "e_tot_ev": -6323.2501,
  "max_force_ev_per_a": 3.1,
  "e_above_lowest_kcal_mol": 44.23,
  "homo_energy_ev": -9.7,
  "orbital_gap_ev": 10.8
}

{
  "formula": "C4H8O",
  "method": "wB97M-V/def2-TZVPD",
  "species": ["C", "C", "C", "O", "C", "H", "H", "H", "H", "H", "H", "H", "H"],
  "positions_angstrom": [[-1.21, -0.76, 0.02], [0.18, -0.17, 0.23], [1.37, -0.83, -0.47], [1.55, 0.41, -1.20], [0.51, 1.04, -0.66], [-1.97, -0.07, 0.41], [-1.32, -1.72, 0.53], [-1.41, -0.91, -1.05], [0.35, 0.06, 1.29], [1.15, -1.65, -1.15], [2.25, -1.06, 0.13], [-0.88, 2.95, 1.28], [-0.57, 2.68, 0.65]],
  "lowdin_charge": [-0.07, -0.37, -0.12, -0.06, 0.00, 0.08, 0.08, 0.08, 0.14, 0.12, 0.12, 0.03, -0.02],
  "e_tot_ev": -6320.8296,
  "max_force_ev_per_a": 0.3,
  "e_above_lowest_kcal_mol": 100.04,
  "homo_energy_ev": -8.6,
  "orbital_gap_ev": 9.4
}

{
  "formula": "C4H8O",
  "method": "wB97M-V/def2-TZVPD",
  "species": ["C", "C", "C", "C", "O", "H", "H", "H", "H", "H", "H", "H", "H"],
  "positions_angstrom": [[0.38, -0.15, 1.75], [0.10, 0.40, 0.34], [-0.63, -0.58, -0.61], [-0.04, 0.60, -2.72], [1.00, 1.04, -2.49], [1.00, -1.05, 1.71], [-0.55, -0.41, 2.27], [0.91, 0.60, 2.37], [-0.49, 1.33, 0.43], [1.06, 0.69, -0.11], [-0.09, -1.54, -0.66], [-1.66, -0.75, -0.29], [-1.00, -0.19, -2.00]],
  "lowdin_charge": [-0.12, -0.33, -0.16, -0.04, 0.06, 0.07, 0.07, 0.07, 0.10, 0.08, 0.07, 0.05, 0.09],
  "e_tot_ev": -6322.4170,
  "max_force_ev_per_a": 4.7,
  "e_above_lowest_kcal_mol": 63.44,
  "homo_energy_ev": -9.1,
  "orbital_gap_ev": 10.3
}